[1]
{
  "formula": "C6H8Cl4O",
  "method": "wB97M-V/def2-TZVPD",
  "symbols": ["C", "C", "Cl", "Cl", "C", "Cl", "Cl", "C", "O", "C", "C", "H", "H", "H", "H", "H", "H", "H", "H"],
  "positions_angstrom": [[-0.9998, 1.0702, -1.7607], [-1.6709, 0.5866, -0.4994], [-1.9634, 1.8301, 0.6638], [-3.3715, 0.0344, -1.0190], [-0.8572, -0.4882, 0.1203], [-1.5345, -1.0242, 1.6575], [-0.8309, -1.9071, -0.9013], [0.8368, -0.0182, 0.7326], [1.0190, 1.2393, 1.1225], [1.5717, -1.1646, 1.3786], [1.9708, -0.6400, -0.0253], [-0.2378, 1.9234, -1.3705], [-0.6699, 0.2399, -2.4204], [-1.7440, 1.6410, -2.3331], [0.5868, 1.4711, 1.9422], [1.1237, -2.2121, 1.3424], [2.0864, -0.9750, 2.3093], [2.9441, -0.0343, -0.2506], [1.7404, -1.5723, -0.6890]],
  "forces_ev_per_angstrom": [[0.9, 2.9, 0.3], [-1.0, -0.2, -1.4], [0.0, 1.2, 0.5], [0.6, -0.3, 0.3], [2.4, -0.6, 2.4], [-0.7, -0.2, 0.7], [0.5, -0.3, -0.5], [-1.6, -3.0, -2.5], [0.4, 1.3, -0.2], [-0.9, -0.8, -0.2], [1.2, -1.3, -0.6], [-1.0, -2.5, -1.4], [0.3, 0.7, 0.8], [0.2, -0.1, 0.2], [-0.4, -0.3, 0.4], [0.5, 1.7, 0.1], [0.3, 0.3, -0.1], [-2.1, -1.2, 0.6], [0.5, 2.5, 0.6]],
  "mulliken_charge": [-1.328, 0.695, -0.120, -0.150, -0.081, -0.108, -0.106, 0.607, -0.522, -0.799, -0.528, 0.264, 0.344, 0.449, 0.416, 0.219, 0.299, 0.276, 0.173],
  "total_energy_ha": -2149.335086,
  "relative_energy_kcal_mol": 11.7,
  "smiles": "CC(Cl)(Cl)C(Cl)(Cl)C1(O)CC1",
  "gap_ev": 10.39,
  "fmax_ev_per_a": 4.22
}

=====

[2]
{
  "formula": "C6H8ClN3O",
  "method": "wB97M-V/def2-TZVPD",
  "symbols": ["C", "C", "C", "Cl", "C", "O", "N", "C", "N", "C", "N", "H", "H", "H", "H", "H", "H", "H", "H"],
  "positions_angstrom": [[0.9806, 0.3053, 1.1432], [1.2659, -0.6094, -0.1080], [1.1655, 0.2392, -1.3585], [2.6741, -1.5214, 0.1556], [-0.0803, -1.8729, 0.0508], [0.1334, -3.0644, -0.0345], [-1.3590, -1.3457, 0.0138], [-2.6208, -1.9692, -0.0297], [-3.5128, -1.0542, -0.0230], [-2.8625, 0.1271, 0.2091], [-1.5865, -0.0032, 0.1948], [1.8071, 0.6877, 1.6689], [0.0902, 0.9746, 0.9875], [0.5591, -0.3583, 1.8875], [0.9753, -0.3767, -2.2729], [2.0236, 0.8537, -1.4744], [0.2814, 0.9567, -1.2003], [-2.8312, -3.0236, -0.0178], [-3.3549, 0.9834, 0.3303]],
  "forces_ev_per_angstrom": [[-2.1, -1.1, -0.2], [-3.9, 0.2, 2.1], [-2.4, -0.5, -0.5], [1.3, -0.7, -0.3], [3.0, 0.0, -2.1], [-0.5, 1.9, 0.6], [-1.7, 0.3, 0.8], [1.4, 0.6, -0.3], [-1.9, 0.0, 0.9], [1.4, -4.0, -1.3], [1.0, -0.1, -0.1], [1.4, 1.0, -0.1], [1.7, -0.2, -0.1], [-0.1, -0.4, 0.5], [0.3, 0.6, 0.6], [1.0, 0.3, -0.1], [1.2, -1.2, -0.4], [0.5, -0.1, -0.3], [-1.7, 3.4, 0.4]],
  "mulliken_charge": [-1.493, 1.096, -1.190, -0.179, 0.256, -0.525, 0.398, 0.094, -0.569, -0.380, -0.568, 0.440, 0.295, 0.428, 0.295, 0.422, 0.268, 0.423, 0.489],
  "total_energy_ha": -933.069283,
  "relative_energy_kcal_mol": 0.0,
  "smiles": "CC(C)(Cl)C(=O)n1cncn1",
  "gap_ev": 10.03,
  "fmax_ev_per_a": 4.46
}

=====

[3]
{
  "formula": "C6H8ClN3O3S",
  "method": "wB97M-V/def2-TZVPD",
  "symbols": ["C", "C", "N", "C", "N", "S", "C", "Cl", "H", "H", "H", "H", "H", "C", "O", "N", "O", "C", "O", "H", "H", "H"],
  "positions_angstrom": [[-2.8134, -1.4245, -2.5262], [-2.0683, -1.0332, -1.4501], [-2.6246, -0.4398, -0.3045], [-1.8244, -0.1608, 0.6048], [-2.0442, 0.3446, 1.8084], [-0.1012, -0.6735, 0.2759], [-0.5339, -1.1924, -1.4214], [0.3105, -0.0635, -2.5175], [-3.8167, -1.2328, -2.6134], [-2.3040, -1.8750, -3.4794], [-2.9585, 0.8260, 1.6491], [-1.2193, 0.7460, 2.2769], [0.0193, -2.0965, -1.4358], [3.1707, -0.0959, 0.5956], [2.6576, 1.0563, -0.0948], [1.7917, 1.8333, 0.3775], [2.3704, 2.8412, 1.4821], [1.4225, 2.0509, 1.7280], [0.6749, 1.7395, 2.5997], [3.9410, 0.3287, 1.2015], [3.5936, -0.8860, 0.0119], [2.3564, -0.5922, 1.2315]],
  "forces_ev_per_angstrom": [[4.4, -0.6, -0.5], [-0.9, -1.1, -1.6], [-1.5, -0.2, -1.8], [3.7, -1.6, -0.4], [-1.6, 1.1, 0.0], [-0.8, 0.1, 0.3], [0.0, 1.9, 1.9], [-0.1, 0.0, -0.6], [-2.3, 0.4, 0.1], [-0.9, 0.9, 2.1], [1.1, 0.1, 1.6], [-1.0, 0.2, -0.2], [-0.4, -1.3, -1.0], [-1.5, -0.1, 2.9], [1.5, -2.4, -2.3], [-2.7, 1.2, -1.0], [1.3, 1.9, 1.1], [0.1, -1.3, 0.8], [-0.2, -0.2, -0.3], [0.6, -0.2, 0.8], [0.0, 0.2, -1.3], [1.1, 1.0, -0.7]],
  "mulliken_charge": [-0.841, 0.373, -0.625, 0.453, -0.437, -0.197, -0.231, -0.145, 0.379, 0.197, 0.305, 0.339, 0.386, -0.657, -0.121, 0.090, -0.423, 0.794, -0.552, 0.332, 0.280, 0.300],
  "total_energy_ha": -1481.604220,
  "relative_energy_kcal_mol": 40.2,
  "smiles": "C=C1N=C(N)S[C@@H]1Cl.CON1OC1=O",
  "gap_ev": 9.07,
  "fmax_ev_per_a": 4.47
}